C6H17BN2O as an isolated structure at a distorted geometry. Source: the Open Molecules 2025 dataset; level of theory: the ωB97M-V functional and the def2-TZVPD basis.

```
27
Properties=species:S:1:pos:R:3
B -1.841 -1.067 -1.922
C 2.249 1.415 1.861
C -4.177 0.062 -1.387
C 0.320 -1.232 -3.197
C 2.416 -0.069 2.167
C 1.074 -0.744 2.441
C 0.218 -0.899 1.215
N -2.946 -0.536 -1.689
N -0.606 -1.660 -2.174
O -0.868 -1.405 1.203
H 3.206 1.861 1.603
H 1.564 1.562 1.029
H 1.848 1.941 2.724
H -4.973 -0.365 -2.007
H -4.430 -0.097 -0.335
H -4.125 1.140 -1.576
H 0.321 -0.143 -3.245
H 1.332 -1.573 -2.957
H 0.056 -1.614 -4.196
H 2.903 -0.566 1.323
H 3.062 -0.189 3.039
H 1.226 -1.739 2.868
H 0.507 -0.173 3.182
H 0.372 4.750 0.873
H 0.672 -0.513 0.284
H 1.086 4.463 0.737
H -0.465 -2.611 -1.865
```

## Properties
E_tot   -448.3809 Eh
Energy above the lowest of the compared OMol25 structures with the same formula, charge and spin   0.0 kJ/mol
LUMO   0.7 eV
Orbital gap   8.948 eV
HOMO energy   -8.277 eV

Results of the Mulliken charge analysis, in e, for atoms 1 through 8:
1. B -0.4496
2. C -1.1051
3. C -0.5500
4. C -0.8130
5. C -0.5098
6. C -0.4701
7. C 0.1718
8. N 0.2646